(1)
Here is 8 unconnected molecules or ions with the total composition C24H63Cl2O24P5 from the Open Molecules 2025 dataset. Energies are from the ωB97M-V functional and the def2-TZVPD basis.

XYZ file:
```
118
Properties=species:S:1:pos:R:3
C -0.69 -2.24 4.06
O 0.43 -2.85 3.46
P 1.37 -3.83 4.32
O 0.77 -5.16 4.59
O 2.57 -4.01 3.32
C 2.38 -4.60 1.95
O 1.98 -2.92 5.54
C 3.14 -3.22 6.25
H -0.98 -1.29 3.61
H -0.43 -2.01 5.09
H -1.57 -2.87 3.95
H 3.15 -5.29 1.62
H 2.46 -3.74 1.29
H 1.45 -5.16 1.80
H 3.72 -2.30 6.25
H 3.77 -4.00 5.83
H 2.89 -3.44 7.29
C -5.11 0.95 7.11
O -5.34 1.60 5.86
P -5.20 0.60 4.55
O -4.01 -0.26 4.55
O -5.33 1.75 3.40
C -4.52 1.66 2.23
O -6.62 -0.21 4.37
C -7.77 0.48 4.00
H -5.93 1.30 7.73
H -4.16 1.18 7.61
H -5.25 -0.13 7.05
H -4.34 2.65 1.82
H -5.08 1.08 1.49
H -3.56 1.13 2.27
H -8.07 1.11 4.83
H -8.56 -0.25 3.82
H -7.67 1.11 3.12
C 0.01 2.52 -5.68
O 1.32 1.96 -5.51
P 2.36 2.78 -4.55
O 3.70 2.17 -4.52
O 2.36 4.32 -5.08
C 2.70 4.71 -6.38
O 1.50 2.96 -3.20
C 1.77 2.09 -2.10
H -0.51 2.82 -4.77
H -0.68 1.72 -5.94
H -0.02 3.26 -6.47
H 2.80 3.94 -7.14
H 3.60 5.33 -6.37
H 2.03 5.50 -6.72
H 2.63 1.43 -2.10
H 0.95 1.38 -1.94
H 1.84 2.80 -1.29
C -0.69 -1.29 -4.77
O 0.13 -2.32 -4.21
P 1.24 -1.87 -3.08
O 0.78 -1.52 -1.73
O 2.29 -3.15 -3.06
C 1.76 -4.49 -2.97
O 2.13 -0.72 -3.83
C 3.01 -1.05 -4.98
H -1.71 -1.67 -4.77
H -0.43 -1.18 -5.82
H -0.71 -0.39 -4.15
H 0.70 -4.66 -3.15
H 2.07 -4.91 -2.01
H 2.24 -5.22 -3.62
H 4.08 -1.03 -4.75
H 2.90 -0.27 -5.73
H 2.72 -1.99 -5.45
C -2.00 2.46 -2.00
O -2.18 1.71 -3.22
P -3.61 1.02 -3.46
O -3.65 -0.11 -4.40
O -4.65 2.24 -3.62
C -5.37 2.45 -4.81
O -3.94 0.64 -1.91
C -3.38 -0.50 -1.38
H -2.88 2.99 -1.63
H -1.21 3.20 -2.14
H -1.71 1.77 -1.21
H -4.92 3.22 -5.43
H -6.38 2.74 -4.52
H -5.45 1.57 -5.46
H -2.58 -0.90 -2.02
H -4.15 -1.27 -1.33
H -3.01 -0.31 -0.37
C 6.60 -3.97 -4.23
C 5.72 -3.80 -3.01
O 5.44 -2.47 -2.63
C 5.15 -2.27 -1.28
C 4.42 -0.96 -1.00
O 5.51 -3.04 -0.37
H 5.90 -3.65 -5.01
H 6.82 -5.01 -4.48
H 7.50 -3.36 -4.30
H 4.72 -4.20 -3.17
H 6.23 -4.36 -2.22
H 4.53 -0.43 -0.05
H 3.33 -1.04 -0.98
H 4.65 -0.25 -1.79
C -1.37 1.67 4.68
C -0.05 2.43 4.64
O -0.11 3.32 5.79
C 0.99 4.06 6.05
C 0.83 5.20 7.08
O 2.06 3.99 5.42
H -1.58 1.09 3.78
H -2.33 2.15 4.89
H -1.24 0.89 5.44
H 0.74 1.67 4.70
H 0.08 3.00 3.72
H 0.12 5.98 6.82
H 1.67 5.90 7.08
H 0.82 4.89 8.13
Cl -0.82 0.75 1.27
C 0.70 -0.23 1.28
Cl 1.52 -0.28 2.88
H 0.42 -1.28 1.21
H 1.35 -0.10 0.42
```

Output
Strongest force on any atom   3.7 eV/A
Relative energy (zero: lowest compared OMol25 entry of this formula, charge and spin)   212.04 kJ/mol
Structure (SMILES)   COP(=O)(OC)OC.COP(=O)(OC)OC.COP(=O)(OC)OC.COP(=O)(OC)OC.COP(=O)(OC)OC.CCOC(C)=O.CCOC(C)=O.ClCCl
Gap between HOMO and LUMO   10.370 eV

(2)
Here is a molecular structure, C20H28N2ReSi from the Open Molecules 2025 dataset. Energies are from the ωB97M-V functional and the def2-TZVPD basis.

XYZ file:
```
52
Properties=species:S:1:pos:R:3
C 1.11 2.10 0.04
C 0.13 2.15 -1.02
C -1.18 2.01 -0.42
H 0.33 2.32 -2.06
C -1.00 1.87 0.99
C 0.41 1.93 1.28
H 0.86 1.95 2.26
H 2.17 2.23 -0.09
H -2.12 2.04 -0.95
H -1.80 1.84 1.73
Re -0.01 0.33 -0.03
C -1.35 -3.28 -5.01
H -2.11 -3.33 -4.22
H -1.73 -2.72 -5.88
H -0.39 -2.87 -4.67
Si -0.13 -0.86 -2.27
C 1.59 -0.82 -3.02
C 2.40 0.33 -3.11
H 2.11 1.27 -2.64
C 3.59 0.26 -3.84
H 4.21 1.15 -3.92
C 3.97 -0.93 -4.47
H 4.88 -0.97 -5.07
C 3.18 -2.07 -4.33
H 3.46 -3.01 -4.81
C 2.02 -2.04 -3.56
H 1.41 -2.94 -3.40
C -1.27 0.06 -3.44
C -0.80 0.57 -4.66
H 0.19 0.28 -5.02
C -1.60 1.45 -5.39
H -1.22 1.85 -6.33
C -2.86 1.82 -4.93
H -3.47 2.54 -5.48
C -3.36 1.25 -3.75
H -4.35 1.51 -3.39
C -2.59 0.34 -3.03
H -2.99 -0.15 -2.13
H -0.62 -2.26 -2.05
H -1.14 -4.32 -5.34
N 1.49 -1.19 0.69
C 1.06 -2.03 1.86
C -0.40 -1.80 2.19
N -1.12 -1.32 0.97
H 1.74 -1.80 -0.10
H 2.36 -0.71 0.88
H 1.23 -3.08 1.60
H 1.69 -1.77 2.72
H -0.89 -2.73 2.53
H -0.51 -1.04 2.97
H -2.07 -1.02 1.20
H -1.21 -2.07 0.29
```

Output
Expectation value of S²   3.77
Strongest force on any atom   8.8 eV/A
Total charge   +2
Relative energy (zero: lowest compared OMol25 entry of this formula, charge and spin)   0.00 kJ/mol
Gap between HOMO and LUMO (alpha / beta)   8.498 / 5.425 eV
Multiplicity   4

(3)
Here is a molecular structure, C21H43BO2P2Re from the Open Molecules 2025 dataset. Energies are from the ωB97M-V functional and the def2-TZVPD basis.

XYZ file:
```
70
Properties=species:S:1:pos:R:3
P -0.47 2.11 -1.74
P -2.56 -0.83 -0.27
C -1.58 1.69 -3.20
C -2.80 1.02 -2.61
H -1.09 0.95 -3.84
H -1.73 2.66 -3.65
H -3.68 1.71 -2.57
H -3.03 0.00 -3.00
C -2.64 -2.03 -1.71
H -1.90 -2.79 -1.43
H -2.31 -1.51 -2.62
H -3.67 -2.43 -1.80
C -3.48 -1.85 1.02
H -4.33 -2.35 0.50
H -3.84 -1.18 1.84
H -2.71 -2.55 1.36
C 1.08 1.55 -2.62
H 1.83 1.48 -1.81
H 1.40 2.27 -3.35
H 0.87 0.56 -3.05
C 0.00 3.91 -1.45
H -0.54 4.22 -0.56
H -0.29 4.50 -2.33
H 1.09 3.94 -1.25
Re -3.09 1.73 -0.56
C -4.95 1.58 0.42
C -5.16 1.27 -0.94
C -5.49 2.30 -2.06
C -4.64 3.58 -2.02
C -3.19 3.49 -1.42
C -3.04 3.59 0.12
C -4.26 3.91 0.93
C -5.47 2.97 0.84
C -1.20 1.60 0.89
H -5.09 0.79 1.21
H -5.52 0.26 -1.19
H -6.56 2.52 -2.16
H -5.26 1.75 -2.99
H -4.60 3.95 -3.07
H -5.24 4.40 -1.59
H -2.56 4.25 -1.86
H -2.11 3.88 0.52
H -4.50 4.91 0.54
H -3.87 4.03 1.96
H -6.10 3.00 1.74
H -6.10 3.37 0.05
H -1.38 0.86 1.69
H -1.09 2.54 1.40
H -0.20 1.35 0.51
C 2.21 -2.89 -0.74
C 0.89 -2.70 -0.06
C 0.10 -4.03 -0.22
O 0.15 -1.69 -0.76
B -0.68 -1.16 0.20
O -0.29 -1.35 1.50
C 0.92 -2.16 1.43
C 0.89 -3.22 2.54
C 2.07 -1.16 1.71
H 2.06 -3.16 -1.79
H 2.79 -3.66 -0.22
H 2.73 -1.95 -0.73
H -0.11 -4.23 -1.28
H 0.68 -4.87 0.21
H -0.88 -4.01 0.28
H 1.79 -3.86 2.40
H 0.89 -2.74 3.55
H 0.00 -3.87 2.49
H 2.13 -0.37 0.96
H 1.89 -0.67 2.66
H 3.07 -1.68 1.74
```

Output
Expectation value of S²   3.78
Strongest force on any atom   7.7 eV/A
Total charge   +2
Relative energy (zero: lowest compared OMol25 entry of this formula, charge and spin)   121.05 kJ/mol
Gap between HOMO and LUMO (alpha / beta)   6.654 / 5.956 eV
Multiplicity   4

Q: Which value of relative energy (zero: lowest compared OMol25 entry of this formula, charge and spin) does entry 1 give?
A: 212.04 kJ/mol